# 1
DFT (the ωB97M-V functional and the def2-TZVPD basis) results for a single C5H11NO molecule.

Calculated values
**Energy relative to the best compared isomer or geometry (same formula, charge and spin)**: 91.6 kcal per mole
**DFT total energy**: -326.98535 hartree
**LUMO level**: 1.050 eV
**Frontier orbital gap**: 9.03 eV
**Spin multiplicity**: 1

Each atom is followed by the atoms it is bonded to, with distances in Å.
Element x y z (Å)
1 C -2.102 -0.674 -1.011  C2 1.530, H8 1.096, H9 1.098, H10 1.095
2 C -1.422 0.068 0.142  C1 1.530, C3 1.523, H11 1.096, H12 1.099
3 C 0.018 0.474 -0.139  C2 1.523, C4 1.530, N5 1.445, H13 1.100
4 C 0.797 1.165 0.982  C3 1.530, H15 1.111, H16 1.092
5 N 0.878 -0.677 -0.293  C3 1.445, C6 1.366, H17 1.006
6 C 1.999 -0.508 0.469  N5 1.366, O7 1.348, H18 1.098
7 O 3.153 0.083 0.104  C6 1.348, H14 0.966
8 H -2.088 -0.072 -1.926  C1 1.096
9 H -1.609 -1.626 -1.243  C1 1.098
10 H -3.148 -0.905 -0.782  C1 1.095
11 H -1.974 0.986 0.375  C2 1.096
12 H -1.438 -0.544 1.054  C2 1.099
13 H 0.037 1.070 -1.064  C3 1.100
14 H 2.826 0.980 -0.044  O7 0.966
15 H 0.872 2.265 0.841  C4 1.111
16 H 0.389 0.997 1.981  C4 1.092
17 H 0.507 -1.611 -0.342  N5 1.006
18 H 2.304 -1.473 0.894  C6 1.098


# 2
DFT (the ωB97M-V functional and the def2-TZVPD basis) results for a single C5H11NO molecule.

Calculated values
**Energy relative to the best compared isomer or geometry (same formula, charge and spin)**: 11.3 kcal per mole
**DFT total energy**: -327.11339 hartree
**LUMO level**: 0.929 eV
**Frontier orbital gap**: 10.08 eV
**Spin multiplicity**: 1
**Structure (SMILES)**: CCN(C)C(C)=O

Each atom is followed by the atoms it is bonded to, with distances in Å.
Element x y z (Å)
1 C 0.489 -1.512 -1.624  C2 1.525, H8 1.095, H9 1.093, H10 1.096
2 C 1.194 -0.696 -0.547  C1 1.525, N3 1.461, H11 1.092, H12 1.098
3 N 0.307 0.028 0.360  C2 1.461, C4 1.455, C5 1.381
4 C -0.505 -0.763 1.272  N3 1.455, H13 1.094, H14 1.094, H15 1.099
5 C -0.160 1.234 -0.122  N3 1.381, C6 1.517, O7 1.222
6 C -0.847 2.177 0.848  C5 1.517, H16 1.092, H17 1.094, H18 1.095
7 O 0.064 1.592 -1.269  C5 1.222
8 H 1.227 -1.922 -2.321  C1 1.095
9 H -0.190 -0.868 -2.189  C1 1.093
10 H -0.079 -2.351 -1.204  C1 1.096
11 H 1.816 0.064 -1.025  C2 1.092
12 H 1.853 -1.330 0.060  C2 1.098
13 H 0.064 -1.644 1.584  C4 1.094
14 H -0.778 -0.207 2.174  C4 1.094
15 H -1.431 -1.111 0.792  C4 1.099
16 H -0.712 3.174 0.423  C6 1.092
17 H -0.391 2.138 1.841  C6 1.094
18 H -1.922 1.997 0.946  C6 1.095


# 3
DFT (the ωB97M-V functional and the def2-TZVPD basis) results for a single C5H11NO molecule.

Calculated values
**Energy relative to the best compared isomer or geometry (same formula, charge and spin)**: 43.3 kcal per mole
**DFT total energy**: -327.06233 hartree
**LUMO level**: 0.962 eV
**Frontier orbital gap**: 10.42 eV
**Spin multiplicity**: 1
**Structure (SMILES)**: C[C@@H](N)CCC=O

Each atom is followed by the atoms it is bonded to, with distances in Å.
Element x y z (Å)
1 C -2.038 0.770 1.084  C2 1.533, H8 1.089, H9 1.092, H10 1.096
2 C -0.543 0.529 0.845  C1 1.533, N3 1.486, C4 1.542, H11 1.103
3 N 0.337 0.789 2.014  C2 1.486, H12 1.025, H13 1.023
4 C -0.125 -0.832 0.254  C2 1.542, C5 1.539, H14 1.090, H15 1.093
5 C 1.275 -0.694 -0.371  C4 1.539, C6 1.582, H16 1.116, H17 1.102
6 C 1.194 -0.232 -1.882  C5 1.582, O7 1.208, H18 1.108
7 O 0.185 -0.481 -2.498  C6 1.208
8 H -2.392 0.258 1.978  C1 1.089
9 H -2.577 0.425 0.199  C1 1.092
10 H -2.173 1.834 1.310  C1 1.096
11 H -0.257 1.305 0.115  C2 1.103
12 H -0.168 0.380 2.807  N3 1.025
13 H 0.253 1.770 2.295  N3 1.023
14 H 0.000 -1.592 1.026  C4 1.090
15 H -0.887 -1.265 -0.399  C4 1.093
16 H 1.785 0.234 -0.020  C5 1.116
17 H 1.718 -1.703 -0.352  C5 1.102
18 H 2.141 -0.129 -2.449  C6 1.108


# 4
DFT (the ωB97M-V functional and the def2-TZVPD basis) results for a single C5H11NO molecule.

Calculated values
**Energy relative to the best compared isomer or geometry (same formula, charge and spin)**: 31.8 kcal per mole
**DFT total energy**: -327.08070 hartree
**LUMO level**: 1.025 eV
**Frontier orbital gap**: 10.57 eV
**Spin multiplicity**: 1
**Structure (SMILES)**: CCN[C@@H](C)C=O

Each atom is followed by the atoms it is bonded to, with distances in Å.
Element x y z (Å)
1 C 2.092 -1.463 -0.775  C2 1.520, H8 1.093, H9 1.083, H10 1.079
2 C 1.207 -0.227 -0.773  C1 1.520, N3 1.494, H11 1.100, H12 1.090
3 N 0.098 -0.437 0.206  C2 1.494, C4 1.457, H13 1.019
4 C -0.896 0.623 0.106  N3 1.457, C5 1.519, C6 1.518, H14 1.101
5 C -2.195 0.172 0.750  C4 1.519, H15 1.094, H16 1.085, H17 1.081
6 C -0.340 1.790 0.901  C4 1.518, O7 1.200, H18 1.107
7 O 0.139 2.782 0.424  C6 1.200
8 H 2.514 -1.550 0.229  C1 1.093
9 H 2.863 -1.447 -1.535  C1 1.083
10 H 1.470 -2.332 -0.925  C1 1.079
11 H 0.725 -0.076 -1.750  C2 1.100
12 H 1.751 0.692 -0.555  C2 1.090
13 H -0.369 -1.249 -0.193  N3 1.019
14 H -1.119 1.011 -0.900  C4 1.101
15 H -2.528 -0.804 0.387  C5 1.094
16 H -2.044 -0.019 1.807  C5 1.085
17 H -3.011 0.865 0.593  C5 1.081
18 H -0.358 1.668 2.002  C6 1.107